Here is C50H67FN5S3SbTi as an isolated structure from the OMol25 dataset. Energies are from wB97M-V/def2-TZVPD.

Summary:
- Energy relative to the best compared isomer or geometry (same formula, charge and spin): 83.5 kcal/mol
- Net charge: 0

The geometry in XYZ format:
```
128
Properties=species:S:1:pos:R:3:forces:R:3
Ti 0.472487 0.880850 0.123298 -0.764 -0.429 0.537
C -2.530624 5.060536 -1.984180 0.002 -0.026 0.014
C -1.174078 4.796951 -2.090695 -0.018 0.009 -0.028
C -0.563608 3.919627 -1.206162 0.071 -0.004 0.011
C -1.301461 3.286267 -0.211017 0.070 0.087 -0.017
C -2.663003 3.560643 -0.104273 -0.029 -0.054 0.000
C -3.269610 4.442108 -0.983333 0.008 0.026 -0.015
N -0.627045 2.386810 0.656408 0.263 -0.101 -0.032
C -0.480427 2.697914 2.019675 0.116 0.117 -0.088
C -1.205343 3.636653 2.750655 -0.088 -0.040 -0.016
C -0.827666 3.935107 4.051947 0.031 -0.008 0.006
C 0.286976 3.336979 4.631621 -0.043 -0.014 -0.039
C 1.027442 2.413432 3.911989 -0.087 -0.201 0.130
C 0.613148 2.064614 2.637408 0.165 0.138 -0.116
N 1.313054 1.225839 1.755219 0.121 0.392 -0.256
N 2.687671 1.216229 1.848445 0.047 -0.005 0.097
C 3.178543 1.312027 0.633150 -0.073 0.261 0.031
C 4.576545 1.511344 0.399039 0.041 -0.071 -0.046
C 5.001286 1.860029 -0.835827 0.018 -0.034 0.012
C 4.074263 1.991407 -1.911984 0.001 -0.039 -0.025
C 2.770612 1.721399 -1.684200 0.004 -0.093 -0.052
N 2.301642 1.360530 -0.444523 0.301 0.004 0.088
H -3.009871 5.743716 -2.672177 -0.002 0.012 -0.001
H -0.583342 5.281361 -2.857600 0.002 -0.008 -0.007
H 0.504113 3.732527 -1.265885 -0.026 0.007 -0.004
H -3.247918 3.066662 0.658082 0.013 0.000 -0.008
H -4.329176 4.644537 -0.889162 0.000 -0.002 -0.003
H -2.029307 4.166166 2.295106 -0.020 0.000 -0.004
H -1.391749 4.673494 4.606664 -0.005 0.002 0.007
H 0.589192 3.604625 5.634545 0.001 0.016 0.014
H 1.920361 1.959011 4.318252 0.012 0.002 0.001
H 5.246992 1.431244 1.242064 -0.011 -0.026 0.020
H 6.053480 2.045619 -1.008088 0.000 0.018 -0.016
H 4.398871 2.267718 -2.903613 0.014 -0.010 -0.009
H 2.037761 1.755151 -2.481824 -0.017 -0.021 0.026
C -5.606090 0.433123 0.270617 0.028 -0.047 0.057
C -4.697099 -0.241380 -0.749466 0.061 0.081 -0.020
S -2.958731 0.254474 -0.603124 0.040 -0.103 -0.013
C -2.151621 -1.284280 -0.086280 -0.364 0.360 0.194
C -2.326069 -1.649140 1.380452 -0.095 0.149 -0.075
S -1.642058 -0.336291 2.429220 0.020 -0.262 -0.027
C -3.058838 0.200916 3.423447 0.035 0.186 -0.181
C -4.160749 0.967983 2.699776 -0.078 -0.052 0.010
S -5.438109 -0.127801 1.985760 0.022 0.005 -0.011
H -6.646966 0.225043 0.015202 -0.008 0.030 -0.008
H -5.476827 1.515891 0.242536 -0.032 0.010 -0.015
H -5.011664 0.055418 -1.751986 -0.047 -0.065 -0.007
H -4.763058 -1.327846 -0.686582 -0.012 -0.006 0.025
H -1.073225 -1.164676 -0.278067 -0.095 -0.053 -0.307
H -2.487221 -2.085138 -0.744563 0.021 0.678 0.333
H -1.800401 -2.582301 1.599697 0.018 -0.026 -0.032
H -3.380409 -1.773680 1.620353 0.036 -0.048 0.051
H -2.601672 0.844817 4.177455 -0.009 0.008 0.011
H -3.460372 -0.675066 3.934002 0.020 0.004 0.052
H -3.736132 1.574793 1.904854 -0.002 -0.023 -0.004
H -4.667079 1.621613 3.411182 0.032 0.027 0.004
C -2.349630 -2.552806 -3.151440 0.134 0.084 -0.093
C -1.617454 -3.818401 -2.708238 0.042 0.043 0.025
C -1.692683 -3.994943 -1.187135 0.312 -0.466 -0.059
C -0.170472 -4.014068 -3.152460 -0.076 -0.085 -0.144
C 0.158770 -5.318581 -3.518298 -0.051 0.038 -0.089
C 1.449250 -5.684225 -3.845030 0.004 0.028 0.016
C 2.439899 -4.719991 -3.783488 -0.031 -0.001 0.014
C 2.165459 -3.407123 -3.412901 -0.007 -0.027 -0.167
C 3.361282 -2.475298 -3.306423 0.004 0.070 -0.011
C 3.371844 -1.324878 -4.315754 -0.021 0.000 0.063
C 3.569758 -1.972679 -1.879134 -0.014 -0.007 -0.020
C 0.837191 -3.027992 -3.103540 -0.058 0.089 -0.189
N 0.538040 -1.725032 -2.659175 0.013 0.092 0.017
C 0.193634 -0.833926 -3.583361 0.002 -0.123 -0.055
C 0.103632 -1.013956 -5.004098 0.069 -0.064 0.105
C -0.302321 -0.014022 -5.860377 -0.031 0.065 0.025
C -0.671504 1.256439 -5.406169 0.036 -0.080 -0.040
C -0.611594 1.493392 -4.040360 -0.027 0.033 0.072
C -0.181734 0.475143 -3.235545 0.016 -0.114 -0.094
F -0.154591 0.735594 -1.822380 -0.025 0.334 0.175
H -3.407257 -2.644286 -2.888269 -0.062 0.012 0.002
H -2.284943 -2.412638 -4.230502 0.007 -0.008 -0.018
H -1.949143 -1.655139 -2.682131 -0.101 -0.090 -0.131
H -2.166265 -4.651043 -3.159058 -0.010 -0.027 0.060
H -1.034809 -3.273412 -0.696685 0.067 -0.288 -0.052
H -1.363107 -4.993663 -0.895977 0.006 -0.061 -0.049
H -2.713092 -3.850083 -0.820293 0.023 -0.223 0.007
H -0.629464 -6.063439 -3.547495 -0.016 -0.011 0.009
H 1.681710 -6.702663 -4.128278 0.004 -0.002 -0.013
H 3.463409 -4.992374 -4.015609 0.017 0.008 -0.003
H 4.228917 -3.099024 -3.543083 -0.006 -0.005 -0.037
H 2.709845 -0.516826 -4.010283 -0.049 0.036 0.009
H 3.053852 -1.659010 -5.303655 0.019 -0.007 -0.022
H 4.383012 -0.919707 -4.401725 0.007 0.026 0.019
H 4.435570 -1.311472 -1.828900 0.068 0.102 0.009
H 2.685083 -1.436436 -1.531179 0.041 0.031 0.009
H 3.747055 -2.810684 -1.205395 0.046 0.145 -0.071
H 0.371324 -1.987001 -5.394750 -0.006 -0.024 -0.041
H -0.342193 -0.226339 -6.922422 -0.001 -0.014 0.001
H -1.005318 2.027844 -6.084226 0.007 0.003 -0.010
H -0.908384 2.437838 -3.605260 -0.005 0.022 0.042
C 4.679136 -1.861430 1.397265 -0.009 -0.042 0.029
C 3.733006 -2.242103 2.531708 -0.040 0.058 -0.132
C 4.297492 -3.437413 3.289843 -0.029 0.025 0.028
Sb 1.682868 -2.374786 1.787667 -0.085 -0.085 0.085
C 0.642135 -2.478093 3.712516 0.098 -0.107 -0.041
C 1.085363 -1.287906 4.556750 -0.039 -0.013 -0.013
C 0.697106 -3.772713 4.514102 -0.015 0.037 -0.024
C 1.422481 -4.420162 1.069075 0.036 0.092 -0.112
C 1.808374 -4.474403 -0.408846 -0.105 -0.018 0.205
C 2.086113 -5.576399 1.810945 -0.020 0.031 0.003
H 5.664860 -1.602094 1.796546 0.014 0.008 0.009
H 4.316970 -1.014243 0.818129 0.011 -0.049 -0.013
H 4.818372 -2.699324 0.710439 0.014 0.014 0.015
H 3.649706 -1.391983 3.214167 -0.005 0.042 -0.030
H 4.512194 -4.263874 2.613427 -0.021 -0.026 -0.001
H 3.643364 -3.806783 4.076585 -0.037 0.007 0.024
H 5.245465 -3.150252 3.756278 0.011 -0.011 0.007
H -0.397782 -2.318852 3.426293 0.059 0.026 0.012
H 2.104532 -1.424304 4.925360 0.027 0.009 0.002
H 0.434803 -1.176112 5.429965 -0.002 0.003 0.012
H 1.049106 -0.351843 3.997096 0.010 -0.013 0.009
H 1.708874 -4.036047 4.820049 0.034 -0.035 -0.005
H 0.270293 -4.613123 3.968299 0.023 -0.046 -0.033
H 0.110380 -3.650171 5.430884 -0.007 -0.006 0.011
H 0.332927 -4.524681 1.147381 0.001 -0.012 0.017
H 2.893338 -4.415783 -0.523158 -0.070 -0.067 0.050
H 1.492111 -5.422060 -0.855253 -0.015 0.009 -0.007
H 1.368765 -3.669014 -0.999466 0.084 -0.150 0.296
H 3.150431 -5.618567 1.580963 0.034 0.020 -0.001
H 1.650846 -6.518342 1.463081 0.008 -0.019 0.003
H 1.979278 -5.539287 2.891254 -0.023 0.026 0.073
```
Positions in Å, forces in eV/Å.

=====

Here is a 6-piece molecular cluster, C50H68BBrFN7O8P overall from the OMol25 dataset. Energies are from wB97M-V/def2-TZVPD.

Summary:
- Calculated total energy: -162481.053 eV
- Net charge: +1

The geometry in XYZ format:
```
137
Properties=species:S:1:pos:R:3:forces:R:3
C 4.243293 2.263779 3.673393 -0.130 -0.458 -0.202
O 3.107777 2.774715 2.999928 0.303 0.040 -0.045
C 2.583480 1.799262 2.113147 -0.369 0.871 0.402
C 1.506886 2.475164 1.258535 0.294 -0.069 -0.233
C 1.743147 2.308864 -0.244109 -0.232 -0.075 0.331
C 1.411923 0.892045 -0.715253 0.026 0.583 -0.531
C -0.105870 0.633142 -0.675293 0.537 0.012 0.364
C -0.481450 -0.709131 -0.013521 1.048 0.742 -0.649
C -1.663348 -0.601392 0.958087 0.792 0.060 -0.143
N -2.796143 -1.573240 0.782223 -0.378 0.215 0.324
C -3.483257 -1.566367 2.118771 -0.912 -0.051 1.258
C -4.776836 -2.387935 2.256115 -0.093 0.227 -0.656
C -6.101555 -1.604465 2.170026 0.370 -0.658 -0.642
C -7.231311 -2.595949 1.979645 0.230 0.618 -0.284
O -8.089104 -2.789576 2.764932 -0.639 -0.414 0.968
O -7.211864 -3.280740 0.802335 -0.114 -0.072 -0.283
C -3.773618 -1.171049 -0.288598 0.459 0.290 -1.620
C -4.263820 0.268562 -0.471557 -0.159 0.545 0.428
C -4.505324 1.185472 0.718650 -0.145 0.254 0.012
Br -3.242402 1.289484 -1.804324 0.005 -0.220 0.062
C -2.292702 -3.011991 0.427827 -0.971 1.504 0.425
P -2.023411 -4.334839 1.721054 2.191 -2.987 -1.706
O -3.469107 -5.030902 2.109956 0.217 1.463 0.820
O -1.217243 -3.744682 3.031850 -1.254 0.500 0.241
C -1.078504 -3.017024 -0.556549 2.341 -1.556 0.557
C 0.256322 -3.521436 0.111387 0.298 -0.032 0.024
O 0.436318 -4.927980 0.029329 0.067 0.186 0.247
C 1.735413 -5.311830 0.308067 0.534 -0.246 -0.012
C 2.410257 -6.077111 -0.636464 0.146 0.034 0.398
C 3.722656 -6.468218 -0.379586 -0.120 0.016 0.039
C 4.377470 -6.096500 0.792518 -0.275 0.148 0.176
C 3.695497 -5.343806 1.745488 -0.542 -0.009 -0.518
C 2.377859 -4.966951 1.498053 -0.309 0.195 -0.205
C -1.342780 -4.002275 -1.699876 -0.830 0.874 -0.681
B -2.382011 -3.498213 -2.783926 -0.269 0.202 -0.126
O -2.126866 -2.393527 -3.562088 0.233 -0.328 -0.006
O -3.580704 -4.165717 -2.924156 0.127 0.169 0.327
N -0.786420 -1.678322 -1.030661 -2.662 0.382 0.107
F 0.159972 -1.702201 -2.035592 0.546 -0.159 0.252
H 3.984000 1.302050 4.125524 0.106 -0.002 0.256
H 5.068205 2.081298 2.976737 0.034 0.102 -0.117
H 4.563865 2.944749 4.449245 -0.146 0.185 0.052
H 2.127949 1.015930 2.731189 0.250 -0.379 -0.148
H 3.400557 1.405129 1.501285 -0.051 -0.243 -0.073
H 0.535524 2.075162 1.557279 -0.164 0.105 -0.101
H 1.497250 3.537154 1.492246 0.047 0.049 0.206
H 2.784588 2.552635 -0.454703 0.115 -0.065 -0.046
H 1.149017 3.028458 -0.807561 -0.130 0.011 -0.068
H 1.728938 0.817577 -1.755194 0.224 -0.272 0.013
H 1.995907 0.180201 -0.128607 -0.092 -0.203 -0.007
H -0.558516 1.444236 -0.107922 -0.197 0.049 -0.032
H -0.479302 0.687221 -1.689880 -0.288 -0.066 -0.006
H 0.422407 -0.937457 0.563442 -0.150 -0.530 0.181
H -1.263829 -0.751004 1.957089 -0.126 -0.275 0.128
H -2.020897 0.421051 0.946176 -0.513 -0.104 -0.179
H -3.692029 -0.540301 2.412759 0.053 0.213 -0.412
H -2.787864 -1.890405 2.887374 0.398 -0.230 -0.380
H -4.805866 -3.132708 1.463171 0.038 -0.221 0.131
H -4.757597 -2.942369 3.189448 0.068 -0.011 0.095
H -6.082187 -1.022659 1.248541 -0.042 0.440 0.146
H -6.293169 -0.980620 3.033986 -0.007 0.159 0.012
H -6.928116 -2.704788 0.083820 0.186 -0.107 -0.044
H -3.287986 -1.424196 -1.231649 0.256 0.032 0.042
H -4.631677 -1.837022 -0.289593 -0.020 -0.156 0.715
H -5.216435 0.185542 -0.984638 -0.084 -0.310 -0.043
H -5.159998 1.989568 0.391317 -0.066 0.068 -0.044
H -3.620192 1.695192 1.092735 0.216 -0.145 -0.044
H -4.995317 0.733777 1.576979 -0.002 -0.091 -0.227
H -3.110268 -3.430012 -0.162817 -0.227 -0.164 0.238
H -3.495126 -5.229898 3.057296 -0.366 -0.215 -0.073
H -1.671948 -3.816365 3.884069 0.114 0.210 0.042
H 1.095319 -3.089542 -0.440671 -0.160 0.296 -0.160
H 0.366881 -3.144462 1.132474 -0.202 -0.157 0.186
H 1.909552 -6.373294 -1.546555 -0.033 0.022 -0.065
H 4.221660 -7.076104 -1.120962 0.145 0.003 0.017
H 5.401167 -6.380257 0.985717 0.054 -0.111 -0.131
H 4.145939 -5.025660 2.673013 0.210 -0.099 0.028
H 1.825024 -4.371190 2.212351 0.081 -0.026 0.182
H -0.402446 -4.151320 -2.223442 0.131 -0.275 0.064
H -1.707883 -4.940326 -1.294070 0.274 -0.186 0.149
H -2.620374 -2.404824 -4.388930 -0.063 0.274 0.000
H -4.186561 -3.660083 -3.476028 -0.146 -0.271 -0.162
N 0.350242 4.727169 -2.676320 -0.014 0.021 -0.002
C 1.356178 5.600949 -2.693119 0.000 -0.067 0.086
C 1.677465 6.382017 -3.791282 -0.006 -0.026 -0.027
C 0.914045 6.244615 -4.940262 0.008 0.014 -0.038
C -0.132247 5.337975 -4.941372 -0.001 0.040 0.011
C -0.371477 4.609017 -3.786753 -0.013 -0.058 0.076
H 1.930587 5.672825 -1.775409 0.029 0.041 -0.023
H 2.504013 7.077521 -3.746970 0.007 -0.006 0.017
H 1.132980 6.835061 -5.821026 -0.002 0.006 0.005
H -0.751162 5.197010 -5.816920 -0.011 -0.018 0.007
H -1.182602 3.890239 -3.743800 -0.004 -0.001 -0.083
N 1.343236 2.140273 -5.333183 0.000 -0.114 -0.023
C 1.908411 2.595219 -6.450127 -0.026 0.102 0.065
C 2.408794 1.774042 -7.448255 -0.094 -0.032 -0.017
C 2.320107 0.401959 -7.275220 -0.192 -0.022 -0.099
C 1.733870 -0.090215 -6.121255 0.002 0.023 -0.009
C 1.263306 0.819779 -5.185439 -0.027 0.063 0.088
H 1.961130 3.675065 -6.540663 0.018 -0.005 -0.037
H 2.858983 2.199020 -8.334778 0.019 0.015 0.014
H 2.699839 -0.273407 -8.030839 -0.003 0.014 -0.021
H 1.642753 -1.153956 -5.947342 -0.005 0.002 0.024
H 0.795245 0.477076 -4.267234 0.009 -0.064 -0.016
N -5.330762 1.700375 3.569668 -0.045 0.008 0.447
C -6.518941 2.092276 4.033190 -0.016 -0.055 -0.141
C -6.714536 2.622084 5.298324 0.039 0.009 0.009
C -5.617677 2.752210 6.133920 -0.011 0.019 0.040
C -4.374174 2.351687 5.671544 -0.002 0.008 0.002
C -4.286874 1.837866 4.389054 -0.004 -0.054 -0.121
H -7.352306 1.972225 3.349083 -0.037 0.022 0.042
H -7.701481 2.924431 5.618517 -0.011 -0.007 -0.019
H -5.729261 3.160846 7.129485 0.000 -0.001 0.000
H -3.491800 2.437519 6.290130 0.014 0.002 -0.016
H -3.328432 1.518646 3.987408 0.036 0.038 0.057
N 6.623660 1.217982 -6.565723 0.025 -0.089 -0.054
C 5.576956 0.431399 -6.815538 0.244 0.046 0.080
C 5.678193 -0.806851 -7.432554 0.039 0.049 0.004
C 6.933506 -1.251302 -7.816233 0.001 -0.056 -0.030
C 8.030971 -0.444813 -7.566539 -0.031 -0.008 0.005
C 7.821897 0.774932 -6.939532 -0.005 0.093 0.038
H 4.622285 0.821122 -6.499481 -0.047 -0.033 0.057
H 4.796232 -1.407976 -7.607742 -0.007 -0.006 0.014
H 7.054415 -2.211330 -8.301718 0.001 0.002 0.000
H 9.028026 -0.752423 -7.849742 0.010 0.016 0.007
H 8.654143 1.435458 -6.722321 0.033 -0.034 -0.027
N 3.584630 2.594641 6.936469 -0.026 0.032 0.152
C 2.372532 2.977023 7.332934 0.000 -0.043 -0.077
C 2.131494 3.686845 8.499079 0.027 -0.012 -0.002
C 3.210806 4.016493 9.302766 -0.009 0.029 0.047
C 4.479444 3.626395 8.907575 -0.029 0.004 -0.009
C 4.610523 2.922154 7.720298 0.025 -0.056 -0.088
H 1.555943 2.697231 6.675363 -0.028 0.039 0.020
H 1.124426 3.973574 8.769227 -0.007 -0.004 -0.012
H 3.065507 4.569265 10.221874 0.001 0.000 -0.001
H 5.349435 3.862501 9.504330 0.015 -0.006 -0.014
H 5.586737 2.601080 7.372648 0.022 0.018 0.049
```
Positions in Å, forces in eV/Å.

=====

Number 1 is which compound?
C50H67FN5S3SbTi

=====

What is the formula in the second record?
C50H68BBrFN7O8P